1.
Molecular formula: C5H4N2
Method: DFT, ωB97M-V/def2-TZVPD

Output
Orbital gap ... 9.604 eV
Structure (SMILES) ... C#Cc1ccn[nH]1
Energy above the lowest of the compared OMol25 structures with the same formula, charge and spin ... 3.592 eV
E_tot ... -8225.901 eV
HOMO level ... -9.53 eV

CARTESIAN COORDINATES (ANGSTROEM)
C: -2.30623 0.15630 1.83748
C: -1.38879 -0.10821 1.04240
C: -0.29718 -0.21419 0.16324
C: 1.03437 0.09805 0.36901
C: 1.60762 -0.01817 -0.90756
N: 0.71442 -0.38530 -1.82301
N: -0.43222 -0.47133 -1.16154
H: -1.77221 1.12877 2.00901
H: 1.48931 0.39862 1.30291
H: 2.63496 0.14848 -1.19765
H: -1.28404 -0.73302 -1.63429

Atomic forces in eV per Å
C 0.77 -0.07 -0.29
C -0.23 -0.10 0.17
C 0.17 -0.11 -0.18
C -0.02 -0.11 -0.03
C 0.12 -0.01 -0.10
N 0.13 0.08 0.14
N -0.11 -0.06 -0.08
H -0.81 0.53 0.57
H -0.06 -0.13 -0.20
H -0.11 -0.04 0.01
H 0.16 0.02 -0.01

Partial charges, natural (NBO), in e: -0.32, 0.00, -0.01, -0.27, -0.06, -0.22, -0.29, 0.29, 0.24, 0.22, 0.42



2.
Molecular formula: C7H12N4O
Method: DFT, ωB97M-V/def2-TZVPD

Output
Orbital gap ... 9.490 eV
Energy above the lowest of the compared OMol25 structures with the same formula, charge and spin ... 8.823 eV
E_tot ... -15452.289 eV
HOMO level ... -8.80 eV

CARTESIAN COORDINATES (ANGSTROEM)
C: 2.63405 -0.32957 3.44439
C: 2.24213 -0.13316 2.05064
C: 1.10449 -0.06152 0.24735
C: 0.04931 -0.19544 -0.72349
C: -0.31471 1.16153 -1.22798
C: -2.12182 -0.18521 -2.28566
C: -2.28995 -0.54780 -0.96170
H: 2.84355 -1.25261 3.78324
H: 1.52845 -0.47897 4.22297
H: 3.35196 0.43307 4.17884
H: 0.25394 -1.01434 -1.73321
H: -0.85101 1.79028 -0.53214
H: 0.72740 1.54656 -1.59433
H: -1.77398 1.66480 -2.49751
H: -3.04455 0.29142 -2.93415
H: -1.68387 -0.87564 -2.82818
H: -3.15628 -1.50257 -1.13868
H: -2.65190 0.26101 -0.25682
H: -0.95641 -0.78123 1.01194
N: 3.07910 0.38196 1.04815
N: 0.93460 -0.43739 1.50016
N: -1.14585 1.06187 -2.49850
N: -1.00605 -1.06501 -0.29513
O: 2.24739 0.26794 0.01981

Atomic forces in eV per Å
C -2.90 3.83 5.37
C -0.02 1.20 -3.24
C -3.91 -3.89 3.95
C -0.50 -3.10 -4.87
C 1.47 0.93 -3.63
C -0.95 7.73 -4.25
C -2.88 -3.36 5.25
H 1.81 -3.58 0.00
H 2.74 1.36 -2.57
H -2.11 -1.87 -3.02
H 1.13 3.21 2.25
H 0.44 0.26 0.67
H -1.97 0.20 1.02
H -6.34 7.74 0.10
H 1.63 -1.94 2.01
H 1.63 -3.82 -2.76
H 2.39 2.56 1.50
H -0.41 -0.93 -1.18
H -0.95 -1.28 -4.72
N -2.26 -2.30 4.84
N 2.56 1.02 1.71
N 6.01 -8.78 1.93
N -1.88 1.37 5.39
O 5.25 3.42 -5.76

Partial charges, natural (NBO), in e: -0.66, 0.28, 0.52, -0.13, -0.28, -0.26, -0.26, 0.24, 0.23, 0.26, 0.24, 0.20, 0.22, 0.32, 0.21, 0.19, 0.21, 0.20, 0.38, -0.14, -0.51, -0.58, -0.63, -0.24



3.
Molecular formula: C13H34F3NO7
Method: DFT, ωB97M-V/def2-TZVPD

Output
Orbital gap ... 10.473 eV
Structure (SMILES) ... N[C@H](OC=O)C(F)(F)F.CCO.CCO.CCO.CCO.CCO
E_tot ... -38006.528 eV
HOMO level ... -9.94 eV

CARTESIAN COORDINATES (ANGSTROEM)
N: -0.20291 0.10266 0.80734
C: 0.07284 1.41170 1.28519
O: -0.99606 2.36341 1.37507
C: -2.07370 2.23551 0.58662
O: -2.79423 3.16889 0.37798
C: 1.20982 2.01434 0.43861
F: 1.11466 1.68860 -0.86637
F: 2.39738 1.54236 0.88500
F: 1.24791 3.34780 0.52281
H: -0.97822 -0.31126 1.31503
H: -0.42796 0.07696 -0.18161
H: 0.47625 1.32542 2.29621
H: -2.31949 1.25784 0.16059
C: 3.63081 -1.78529 2.76552
C: 4.56697 -1.72605 1.57173
O: 3.95608 -1.09707 0.45349
H: 2.71352 -2.31390 2.50380
H: 4.10319 -2.29171 3.60932
H: 3.35138 -0.77776 3.08319
H: 4.83570 -2.72963 1.24415
H: 5.49099 -1.20125 1.84045
H: 3.71428 -0.20370 0.71763
C: -2.28809 1.47908 -4.11553
C: -1.35412 0.68455 -3.22967
O: -2.04652 0.03788 -2.15428
H: -2.81846 2.22912 -3.52722
H: -1.72671 1.98116 -4.90016
H: -3.03722 0.82981 -4.57831
H: -0.62467 1.34445 -2.76278
H: -0.80765 -0.06213 -3.81434
H: -2.69960 -0.55716 -2.53430
C: 2.03606 -4.67031 6.08590
C: 1.80644 -3.17369 5.99089
O: 0.43696 -2.85392 5.76123
H: 1.69760 -5.16248 5.17391
H: 3.09265 -4.89759 6.23499
H: 1.47535 -5.09532 6.92176
H: 2.35242 -2.75500 5.14818
H: 2.15634 -2.67185 6.89974
H: -0.07662 -3.19520 6.49948
C: -5.26579 -2.69006 0.22512
C: -4.51000 -1.37444 0.23725
O: -3.22483 -1.51752 0.83845
H: -5.38336 -3.06721 1.24086
H: -6.25407 -2.57102 -0.22083
H: -4.72116 -3.44368 -0.34880
H: -5.04861 -0.62890 0.81910
H: -4.39651 -0.98866 -0.78173
H: -2.72871 -2.16208 0.32369
C: 1.84763 4.95800 -5.94971
C: 1.05273 3.66686 -5.91595
O: 0.08121 3.65738 -4.87214
H: 2.34458 5.12149 -4.99350
H: 2.60216 4.93232 -6.73684
H: 1.19118 5.81134 -6.13527
H: 1.70804 2.82013 -5.71684
H: 0.56400 3.49460 -6.88125
H: -0.52190 4.39220 -5.02284

Atomic forces in eV per Å
N -0.31 0.15 -0.05
C 0.34 -0.53 0.10
O 0.25 -0.14 -0.11
C -0.86 0.44 -0.46
O 0.05 0.09 0.18
C 0.07 0.15 -0.08
F -0.04 0.13 0.30
F -0.18 0.11 -0.13
F 0.07 -0.30 -0.01
H 0.13 -0.13 0.04
H -0.01 -0.01 -0.01
H -0.18 0.22 0.02
H 0.49 -0.24 0.12
C -0.04 -0.01 -0.05
C -0.10 0.13 0.02
O 0.10 -0.06 0.03
H 0.01 -0.03 0.00
H 0.03 0.01 0.00
H 0.03 0.00 0.04
H 0.01 -0.01 -0.02
H 0.03 -0.06 0.02
H -0.09 -0.01 -0.09
C -0.19 -0.05 0.06
C -0.05 -0.01 -0.07
O 0.12 0.01 0.16
H 0.03 0.03 0.00
H 0.03 0.01 -0.01
H 0.04 -0.03 -0.02
H 0.01 -0.02 0.01
H 0.04 0.03 0.01
H -0.01 0.02 -0.03
C -0.06 0.01 -0.05
C -0.13 -0.03 0.12
O 0.07 0.00 -0.05
H 0.02 0.00 -0.02
H 0.00 0.01 0.01
H 0.04 0.00 0.03
H -0.01 0.03 -0.02
H 0.07 -0.01 -0.02
H -0.02 0.01 -0.01
C 0.02 0.01 0.05
C 0.07 -0.23 -0.14
O 0.06 0.16 0.08
H -0.02 0.02 0.01
H 0.00 0.00 -0.01
H -0.02 0.01 -0.04
H 0.09 0.05 0.04
H -0.08 0.08 0.02
H 0.01 -0.01 0.01
C -0.03 0.01 0.09
C -0.06 0.09 0.00
O 0.08 -0.01 -0.07
H 0.02 -0.02 0.00
H -0.01 0.00 -0.01
H 0.01 0.00 -0.05
H -0.01 -0.03 0.01
H 0.04 -0.03 -0.02
H -0.01 0.01 0.06

Partial charges, natural (NBO), in e: -0.83, 0.15, -0.50, 0.62, -0.56, 0.95, -0.32, -0.34, -0.30, 0.39, 0.39, 0.20, 0.14, -0.64, -0.06, -0.72, 0.22, 0.20, 0.20, 0.17, 0.15, 0.47, -0.64, -0.06, -0.75, 0.22, 0.24, 0.19, 0.19, 0.16, 0.46, -0.63, -0.06, -0.72, 0.21, 0.21, 0.20, 0.18, 0.15, 0.46, -0.63, -0.06, -0.73, 0.22, 0.22, 0.20, 0.18, 0.15, 0.46, -0.63, -0.06, -0.72, 0.22, 0.21, 0.20, 0.18, 0.15, 0.46



4.
Molecular formula: C5H5N3O
Method: DFT, ωB97M-V/def2-TZVPD

Output
Orbital gap ... 7.220 eV
Structure (SMILES) ... Nc1cc(=O)nccn1
Energy above the lowest of the compared OMol25 structures with the same formula, charge and spin ... 2.895 eV
E_tot ... -11780.826 eV
HOMO level ... -9.54 eV

CARTESIAN COORDINATES (ANGSTROEM)
N: -2.10851 -1.27210 -0.09098
C: -0.84671 -0.55697 -0.13821
C: 0.27845 -1.20969 -0.12069
C: 1.71842 -0.68781 -0.07344
O: 2.49552 -1.62716 -0.04773
N: 2.10722 0.60913 -0.03614
C: 1.14871 1.56779 -0.01697
C: -0.22963 1.65151 -0.06484
N: -1.22270 0.74012 -0.11119
H: -2.05534 -1.71879 0.83072
H: -2.63655 -0.41432 0.00414
H: 0.30215 -2.32213 -0.13524
H: 1.61699 2.55972 0.00401
H: -0.56801 2.68069 -0.00344

Atomic forces in eV per Å
N 1.38 0.10 0.73
C -3.93 -1.23 0.00
C 3.80 -0.43 -0.12
C -1.99 -4.18 0.00
O 0.98 1.01 0.00
N -2.64 3.70 0.09
C 5.68 -1.66 -0.20
C -4.90 -1.28 0.09
N 4.57 4.20 -0.24
H -0.70 -0.25 -0.48
H -1.56 -0.78 0.20
H -0.29 1.08 -0.03
H -0.17 -0.25 0.08
H -0.24 -0.04 -0.11

Partial charges, natural (NBO), in e: -0.79, 0.28, -0.28, 0.58, -0.55, -0.36, 0.06, 0.03, -0.36, 0.36, 0.38, 0.25, 0.20, 0.20



Q: What is the formula in the third record?
A: C13H34F3NO7